No. 1
# C4H30NO12

11 unconnected molecules or ions with the total composition C4H30NO12 at a distorted geometry (ωB97M-V/def2-TZVPD, the Open Molecules 2025 dataset).

Values from the calculation:
Charge = +1

Geometry as XYZ:
```
47
C4H30NO12 (ωB97M-V/def2-TZVPD)
C 0.22809 2.06763 -3.04923
H -1.74678 3.69955 2.08972
C 0.91707 0.75002 -3.30956
H 0.28521 1.10818 -0.66664
O -1.08006 1.39108 0.39348
H 0.33944 -2.37843 0.02450
H -1.46815 -3.59312 -0.74963
C 0.48979 -0.31729 -2.21453
H -1.30433 2.43143 0.45922
H 0.44597 1.08226 4.60375
O 0.77984 0.07969 4.67891
O 2.41160 -1.27810 -3.01488
O -1.65236 3.89601 1.15946
H 2.58230 1.21678 1.24345
C 1.31271 -1.60332 -2.39430
H 0.51918 0.31839 -4.32802
H -1.70979 0.93576 0.93419
O -3.05384 1.66644 -1.55892
H -2.98382 -0.95916 2.29624
O 0.33820 -1.77376 0.74139
H -0.67225 2.06426 -2.45022
H -2.51281 1.43219 -0.86976
H 1.92214 0.93102 -3.73787
H 1.76221 0.68737 -0.70989
O 2.31142 -1.64054 2.33740
H -0.92971 1.32104 2.85590
H -0.60277 -0.51538 -2.30709
O -2.42355 -3.63098 -0.73202
H 0.97744 2.71051 -2.45383
N 0.81502 0.27366 -0.78871
H -1.48442 -1.30377 2.09367
H -2.46361 -2.76713 -0.33623
H -0.04856 -0.23886 5.24018
H -2.43718 4.29872 0.77603
H 1.76836 -1.39813 3.06339
H 2.89212 -2.36664 2.63262
H 2.97471 -0.35873 1.46244
O -2.10670 -0.66542 2.33118
H -0.14447 2.58800 -4.02719
O 1.01125 -2.64280 -1.88992
H 3.02720 -2.01978 -3.44010
H -2.26186 1.93402 2.17347
H 1.07552 -2.14441 1.32493
O -1.66612 2.08788 3.02731
H -3.39769 1.19093 -2.20820
O 2.85519 0.39681 0.81425
H 0.40635 -0.29517 0.03649
```

=====

No. 2
# C4H30NO13S

12 unconnected molecules or ions with the total composition C4H30NO13S at a distorted geometry (ωB97M-V/def2-TZVPD, the Open Molecules 2025 dataset).

Values from the calculation:
Charge = -1

Geometry as XYZ:
```
49
C4H30NO13S (ωB97M-V/def2-TZVPD)
H 0.40025 -1.87570 -2.73096
H -1.10442 1.33007 2.71586
C -1.62764 1.56487 1.75356
O -3.29357 0.62826 -2.27410
S -1.13812 3.36970 1.70987
H -1.19707 3.59874 0.38896
H -3.02618 -1.88891 0.79121
O -3.10952 -1.38057 3.71898
O 2.91339 -0.84857 0.29007
H 4.10453 -0.09968 2.10667
H 1.85243 2.12466 -0.76122
H -2.68809 1.40428 1.92721
O 2.09091 1.18634 -4.60185
H 1.60630 0.49003 -4.16391
O 1.09738 -1.64759 -3.37926
H -3.21482 -0.81074 -0.34964
O 2.05373 -2.92405 1.70302
O -1.08903 -1.60199 -1.59858
H -2.63945 -2.21760 3.66634
O 2.25572 2.06715 0.11849
N -2.80033 -0.92057 0.57743
O 0.34054 1.58225 -2.00403
H -1.59073 1.33021 -0.31720
H -3.30591 -1.20480 2.77390
H 0.33078 0.65229 -1.72510
H 2.36270 1.84048 -3.95205
O 1.88642 -0.48375 3.91724
H 1.00939 -0.43362 3.51357
H 2.23679 -1.49721 0.61866
C -1.34628 -0.68459 0.61628
H 2.70202 -3.28028 1.09720
O 4.15238 0.57349 2.79698
H -1.01226 -0.78272 -3.39572
H -0.05334 0.98568 0.35235
C -0.65104 -1.71520 -0.43769
C -1.12327 0.80973 0.52694
O 0.11951 -2.50866 0.11470
H -0.91845 -1.04378 1.55772
H 3.24831 0.74697 3.09087
H -0.54614 0.26231 -4.38746
H 2.26042 1.10350 0.25100
O -1.36129 -0.14421 -4.06819
H 2.28567 -1.18627 3.36856
H -3.80411 1.31068 -2.70482
H 0.71899 -2.00320 -4.19661
H -2.59117 0.29773 -2.86722
H 3.58091 -1.37058 -0.17109
H 1.16488 -3.18725 1.35401
H -0.60192 1.79807 -1.94117
```

=====

No. 3
# C4H30O11

11 unconnected molecules or ions with the total composition C4H30O11 at a distorted geometry (ωB97M-V/def2-TZVPD, the Open Molecules 2025 dataset).

Geometry as XYZ:
```
45
C4H30O11 (ωB97M-V/def2-TZVPD)
H -2.10044 2.78859 -1.60270
O 1.20281 -0.59406 3.17030
C 1.86280 0.06425 -1.73381
H -2.94739 2.06999 1.49872
H 0.72356 2.88332 -3.03951
H 1.85625 -1.22124 2.86062
H -0.27910 -2.55305 -1.00272
O -2.81009 -1.82317 3.04420
H 1.51313 1.11059 3.51838
H -0.04761 -0.34606 1.69657
H 0.28540 3.76376 -1.59043
O -3.32883 -0.40435 -2.03608
H 1.13282 0.50439 -2.41315
O -0.73790 -0.09903 1.08118
H -2.47296 -1.13270 3.61501
H -1.57257 -3.32834 -0.86941
H -1.05923 -0.93126 0.73425
H 2.39392 -1.16715 0.61872
H 1.48842 -0.95264 -1.61604
O 1.83810 1.98112 3.74816
C -1.24502 2.26257 -2.02656
H 0.55337 -1.12949 3.62612
H 2.22995 2.31204 2.93996
H 3.94811 -0.30593 -1.50126
C -0.12382 3.25216 -2.46158
H 3.54092 1.10995 -2.55314
C 3.28251 0.09006 -2.26825
H -1.52330 1.66855 1.17824
H 3.40536 -0.45380 -3.20485
H -4.28234 -0.32694 -2.06851
H 2.54912 -2.61970 0.22134
H 0.91256 0.50768 -0.16315
O 1.81321 0.68061 -0.44693
H -0.85443 -3.21931 1.23168
H -3.14001 -0.66877 -1.13571
H -0.47180 4.14571 -2.97983
O -2.05300 2.40993 1.47151
H -2.28801 0.70209 -2.72226
O -1.65280 1.33526 -3.06461
H 0.36892 -3.80469 1.90446
O -0.40301 -3.26484 2.07452
H -2.06835 -2.41530 2.91995
O -1.09538 -2.58348 -0.50374
H -0.91647 1.73850 -1.12906
O 2.57278 -2.03561 0.97931
```

=====

No. 4
# C4H31NO10

11 unconnected molecules or ions with the total composition C4H31NO10 (ωB97M-V/def2-TZVPD, the Open Molecules 2025 dataset).

Geometry as XYZ:
```
46
C4H31NO10 (ωB97M-V/def2-TZVPD)
N -2.58819 2.11370 0.59068
H 0.62101 2.59261 1.54395
H 2.88244 -0.76368 -1.32610
H -2.44000 -0.54713 -0.50394
H 2.67673 0.52918 -0.54982
H -0.46899 3.67757 0.75415
H -0.85139 0.30321 -2.27225
H 1.49170 -1.96201 -2.53421
H 0.90621 -2.23163 1.98484
H 2.91691 -2.62321 0.11016
O 3.06022 -0.37025 -0.44315
O 1.76829 2.01090 -1.19736
O 0.08166 -2.75733 2.09969
O -0.38885 1.06863 -2.63661
C -3.31742 0.08702 -0.64211
H -3.20092 0.62875 -1.58291
O 2.08975 -1.25773 -2.86749
O 0.17833 -0.85560 4.23638
H -2.36224 2.73678 -1.08813
H 0.45417 -3.97755 -2.15401
C -0.42578 2.85692 1.47168
H 2.35726 -3.68751 1.07195
O -2.13675 3.06408 -1.99561
H -1.29875 0.90453 1.77068
H 1.15651 -3.34750 -0.95694
H 2.59070 -0.77627 1.22833
H -4.16307 -0.58799 -0.78790
H 0.09233 -1.73695 3.83434
C -3.57412 1.02287 0.52230
H -3.57409 0.44198 1.45162
C -1.24434 1.67447 0.99670
H -0.74629 3.22070 2.44910
O 2.30066 -1.20048 2.06099
H -0.78073 1.21970 0.12069
H -0.58150 -0.39275 3.88453
H -1.80342 3.96011 -1.89927
H 2.32167 2.45308 -1.84861
H 1.92557 -0.56271 2.68235
H 0.97733 1.67863 -1.67407
H 1.50485 -0.55330 -3.16405
H -0.22213 -3.00531 1.22123
H -2.92906 2.83334 1.21994
O 0.46408 -3.16236 -1.63753
H -1.00467 1.82746 -2.47114
O 2.47874 -3.49401 0.13958
H -4.54845 1.50040 0.40873
```

=====

No. 5
# C4H31NO13S

12 unconnected molecules or ions with the total composition C4H31NO13S at a distorted geometry (ωB97M-V/def2-TZVPD, the Open Molecules 2025 dataset).

Geometry as XYZ:
```
50
C4H31NO13S (ωB97M-V/def2-TZVPD)
C -0.50539 -0.08790 1.38535
H 0.73448 4.90730 0.37460
H -1.21530 -1.60496 -1.97914
H -2.04356 -3.44988 -0.40587
C 0.89409 -0.67611 1.59178
O 1.63224 4.44263 -1.07660
O 1.93388 -1.55403 -3.41051
O 0.06683 4.77023 1.06346
H 2.18233 -1.53413 -4.35112
O -1.18680 0.98889 3.43952
H 0.29424 -4.34010 -3.68133
H -0.21442 -3.46959 -2.53410
H -2.88096 -3.72669 1.84752
H 1.51930 -2.43562 -3.24255
H 0.37041 2.60897 3.28307
H 2.91252 -0.55771 -2.28098
H 0.82087 3.68619 2.21172
H 1.86898 1.12654 -1.25472
O 0.61815 -3.84870 -2.91615
H 3.49030 -0.44153 -0.84981
H 1.51764 0.08097 2.05819
O -1.42628 2.92729 -0.45990
H -3.70409 -4.27267 3.02601
H -0.82492 2.72333 -1.17791
H -2.18696 1.01061 -0.34045
S 1.68202 -1.20536 0.03533
O -3.14034 -3.53373 2.77258
H 2.60797 4.54401 -1.08307
H 1.00294 -0.39709 -0.78868
H 0.38668 -0.61639 -3.01808
H -1.56604 -0.94835 3.16887
H -2.26357 2.08016 1.13121
H -0.57640 4.16919 0.59516
H 0.87204 -1.53857 2.24287
C -1.13119 -0.01497 2.78369
O -2.24142 -4.14173 0.26024
N -0.37445 1.17338 0.68420
O 3.20888 0.08719 -1.59902
C -1.65444 1.73607 0.28704
H -0.06881 0.58185 -2.09075
O 1.06194 2.82500 2.63104
O 1.05583 1.69590 -1.11069
H 0.15644 1.87388 1.22424
H 1.43141 3.48936 -1.18410
O -0.41127 -0.20068 -2.59633
H -1.41612 -4.61192 0.35647
H 0.81127 1.52523 -0.17866
H -1.11159 -0.75757 0.77877
H -2.38266 -2.49916 -2.44021
O -1.59046 -2.53372 -1.89627
```

=====

In order of appearance, orbital gap = 11.2873 8.4267 8.8580 10.3563 9.0551 eV.
In order of appearance, ΔE to the lowest compared entry with this formula, charge and spin = 308.5 15.6 181.7 0.0 100.5 kJ/mol.